C4H5BiLiO2 as an isolated structure at a distorted geometry. Source: OMol25; level of theory: the ωB97M-V functional and the def2-TZVPD basis.

Output
HOMO-LUMO gap (alpha / beta) (eV): 5.08 / 5.08

Structure (ORCA input):
```
! wB97M-V def2-TZVPD RIJCOSX def2/J DEFGRID3
* xyz 3 1
Bi 1.682 0.714 -1.553
O 0.007 -0.345 1.282
O 1.490 1.243 0.509
C 2.306 2.081 2.436
C 2.502 1.986 0.969
C 0.654 0.613 1.553
C 1.069 1.271 2.817
Li -0.350 -1.424 -0.348
H 0.228 1.881 3.175
H 0.116 -0.097 -1.598
H 1.254 0.502 3.577
H 2.262 3.147 2.707
H 3.242 1.710 2.891
*
```